This record from the Open Molecules 2025 dataset describes C27H38ClF6GaO20P as an isolated structure in a non-equilibrium geometry. The level of theory is ωB97M-V/def2-TZVPD.

Calculated values
Charge: -1
Molar mass (g/mol): 932.72
Highest occupied orbital energy (eV): -3.89
Total energy (eV): -160059.5063
Strongest force on any atom (eV/A): 4.28

Element x y z (Å)
C 1.46 -3.57 0.28
C 1.19 -3.67 1.82
P 0.25 -2.24 2.53
C -1.42 -2.08 1.71
C -1.55 -0.99 0.64
Ga 1.53 -0.26 2.47
C 2.46 -0.14 4.30
C 2.72 1.29 4.76
C 1.46 2.15 4.87
O 0.32 1.46 5.37
C 3.02 -0.61 1.04
C 4.18 0.28 1.19
O 4.21 1.35 1.59
Cl 5.83 -0.41 0.63
H 2.53 -3.64 0.11
H 1.12 -2.61 -0.07
H 0.96 -4.38 -0.25
H 0.72 -4.62 2.06
H 2.16 -3.64 2.32
H -2.20 -1.94 2.45
H -1.67 -3.03 1.23
H -2.60 -0.95 0.33
H -0.98 -1.20 -0.26
H -1.34 0.00 1.03
H 0.67 1.04 2.13
H 3.35 -0.76 4.35
H 1.73 -0.56 4.99
H 3.43 1.84 4.14
H 3.18 1.24 5.76
H 1.24 2.52 3.87
H 1.64 2.98 5.54
H -0.07 0.97 4.64
H 3.40 -1.63 1.09
H 2.64 -0.42 0.04
C -3.08 2.81 4.89
C -2.90 2.54 3.42
O -4.17 2.02 3.05
C -5.08 2.56 3.90
O -6.26 2.55 3.72
O -4.48 3.12 4.97
F -1.96 1.61 3.20
H -2.87 1.92 5.49
H -2.47 3.63 5.25
H -2.69 3.43 2.82
C 4.57 -3.15 -2.35
C 4.48 -2.76 -3.80
O 3.09 -2.73 -4.03
C 2.50 -2.42 -2.83
O 1.38 -2.05 -2.71
O 3.39 -2.56 -1.81
F 5.04 -3.70 -4.61
H 4.55 -4.23 -2.21
H 5.46 -2.74 -1.86
H 4.91 -1.79 -4.04
C 8.12 1.67 2.37
C 9.35 2.54 2.46
O 9.90 2.19 3.71
C 9.52 0.89 3.95
O 10.01 0.19 4.78
O 8.52 0.52 3.11
F 9.04 3.86 2.47
H 7.26 2.13 2.85
H 7.86 1.41 1.35
H 10.09 2.35 1.68
C -0.14 -1.21 -5.37
C 0.51 0.15 -5.37
O 0.73 0.39 -6.75
C -0.25 -0.29 -7.42
O -0.54 -0.11 -8.56
O -0.85 -1.19 -6.62
F 1.71 0.14 -4.74
H 0.59 -2.02 -5.38
H -0.82 -1.35 -4.53
H -0.11 0.95 -4.96
C -8.57 2.37 1.91
C -9.40 1.13 1.72
O -10.42 1.57 0.83
C -9.87 2.57 0.08
O -10.34 2.99 -0.92
O -8.73 3.02 0.64
F -9.98 0.73 2.88
H -8.97 3.01 2.70
H -7.54 2.15 2.12
H -8.87 0.29 1.28
C -5.50 -0.61 -7.67
C -4.30 0.29 -7.54
O -3.79 -0.06 -6.26
C -4.14 -1.37 -6.05
O -3.67 -2.06 -5.22
O -5.10 -1.76 -6.93
F -4.65 1.60 -7.53
H -6.39 -0.17 -7.22
H -5.72 -0.87 -8.71
H -3.52 0.13 -8.29

This record from the Open Molecules 2025 dataset describes an isolated ion of composition C5H11N2S and charge +1 in a non-equilibrium geometry. The level of theory is ωB97M-V/def2-TZVPD.

Calculated values
Charge: +1
SMILES string: C[N@H+]1CC=N[C@@H](S)C1
Molar mass (g/mol): 131.22
Highest occupied orbital energy (eV): -13.01
Total energy (eV): -19169.7461
Strongest force on any atom (eV/A): 3.95

Element x y z (Å)
C -0.27 -1.83 -0.14
C -1.04 -0.70 -0.64
C 0.60 0.73 0.62
C 1.54 -0.62 0.71
C -1.51 1.64 -0.18
N 0.85 -1.84 0.36
N -0.82 0.47 0.33
S 3.00 -0.30 -0.52
H -0.68 -2.85 -0.20
H -0.55 -0.47 -1.56
H -2.15 -0.82 -0.70
H 0.72 1.31 1.53
H 1.15 1.34 -0.19
H 1.99 -0.76 1.75
H -1.21 2.37 0.51
H -0.93 1.96 -1.12
H -2.60 1.50 -0.46
H -1.43 0.33 1.15
H 3.35 -1.45 -1.24

This record from the Open Molecules 2025 dataset describes C3H6AlIO3S as an isolated structure in a non-equilibrium geometry. The level of theory is ωB97M-V/def2-TZVPD.

Calculated values
Charge: +2
Molar mass (g/mol): 276.03
Highest occupied orbital energy (eV): -17.95
Total energy (eV): -34859.2916
Strongest force on any atom (eV/A): 4.97

Element x y z (Å)
C 2.26 0.19 0.23
C 0.88 -0.06 -0.48
C -0.28 0.83 0.13
I -0.93 2.19 -1.46
S -1.75 -0.22 0.45
O -1.46 -1.55 1.12
O -2.79 0.53 1.18
O -2.39 -0.55 -1.04
H 2.99 -0.49 -0.28
H 2.26 -0.08 1.30
H 2.64 1.22 0.06
H 0.60 -1.13 -0.37
H 0.97 0.16 -1.57
H 0.01 1.43 1.02
Al -3.03 -2.46 -0.30

This record from the Open Molecules 2025 dataset describes an isolated ion of composition CH2NO2S and charge -1 in a non-equilibrium geometry. The level of theory is ωB97M-V/def2-TZVPD.

Calculated values
⟨S²⟩: 2.01
Charge: -1
Molar mass (g/mol): 92.10
Highest occupied orbital energy (spin up / spin down) (eV): -0.16 / -4.73
Multiplicity: 3
Total energy (eV): -17486.4630
Strongest force on any atom (eV/A): 7.49

Element x y z (Å)
C -0.29 0.11 0.25
N -0.97 0.81 1.01
O -0.34 3.04 -0.24
O 1.15 2.29 1.57
S -0.25 2.56 1.16
H -0.57 -0.93 0.04
H 0.62 0.45 -0.26

This record from the Open Molecules 2025 dataset describes a 6-piece molecular cluster, C7H26O6 overall in a non-equilibrium geometry. The level of theory is ωB97M-V/def2-TZVPD.

Calculated values
SMILES string: CCO.CCO.CO.CO.CO.O
Molar mass (g/mol): 206.28
Highest occupied orbital energy (eV): -9.73
Total energy (eV): -19962.0584
Strongest force on any atom (eV/A): 4.84

Element x y z (Å)
C -4.22 4.11 -0.79
O -4.70 2.79 -0.78
H -3.54 4.34 -1.62
H -5.10 4.74 -0.82
H -3.84 4.27 0.21
H -5.53 2.59 -1.21
C -2.13 -4.71 2.32
O -1.43 -4.48 3.41
H -1.84 -5.60 1.77
H -3.17 -4.84 2.61
H -1.94 -3.90 1.62
H -0.60 -4.01 3.25
C 0.49 7.28 -0.61
O 0.40 8.66 -0.84
H 0.28 6.74 -1.54
H 1.48 7.15 -0.16
H -0.20 7.07 0.20
H -0.16 8.77 -1.60
O 6.89 -3.90 2.44
H 7.10 -4.81 2.66
H 7.70 -3.56 2.04
C -0.02 -2.57 -3.48
C 0.33 -4.09 -3.22
O -0.86 -4.75 -2.77
H 0.83 -1.90 -3.51
H -0.44 -2.28 -2.52
H -0.80 -2.47 -4.24
H 1.12 -4.17 -2.48
H 0.78 -4.48 -4.14
H -1.01 -5.52 -3.32
C 0.72 1.03 2.00
C 2.08 0.34 1.66
O 2.08 -0.89 2.45
H 0.68 2.06 1.65
H 0.48 0.91 3.06
H -0.01 0.53 1.36
H 2.92 0.93 2.01
H 2.35 0.11 0.62
H 2.82 -1.49 2.30

This record from the Open Molecules 2025 dataset describes a 12-piece molecular cluster, C47H97N9O13 overall in a non-equilibrium geometry. The level of theory is ωB97M-V/def2-TZVPD.

Calculated values
Charge: +2
Molar mass (g/mol): 996.34
Highest occupied orbital energy (eV): -11.46
Total energy (eV): -90328.3028
Strongest force on any atom (eV/A): 4.83

Element x y z (Å)
C -1.38 4.99 -1.67
C -2.76 4.74 -0.99
N -2.95 5.48 0.22
C -3.85 6.49 0.40
C -3.78 6.81 1.76
N -2.88 5.95 2.36
C -2.34 5.21 1.40
C -2.53 5.86 3.74
H -1.52 4.43 -2.61
H -0.61 4.56 -1.10
H -1.03 6.03 -1.79
H -2.88 3.68 -0.73
H -3.54 4.87 -1.77
H -4.39 6.98 -0.49
H -4.29 7.59 2.28
H -1.70 4.32 1.58
H -1.82 5.05 3.84
H -3.47 5.53 4.27
H -1.99 6.79 4.15
C -1.91 -0.81 -11.48
C -3.02 0.23 -11.21
N -3.77 0.01 -10.02
C -5.03 -0.53 -9.95
C -5.34 -0.66 -8.62
N -4.30 -0.20 -7.89
C -3.35 0.28 -8.79
C -4.20 0.19 -6.47
H -1.19 -0.33 -12.14
H -2.26 -1.82 -11.82
H -1.30 -0.92 -10.59
H -3.73 0.26 -12.01
H -2.61 1.27 -11.21
H -5.57 -0.78 -10.87
H -6.19 -1.12 -8.22
H -2.39 0.76 -8.51
H -4.76 -0.48 -5.82
H -4.63 1.16 -6.43
H -3.14 0.35 -6.22
C 3.75 0.96 4.34
C 2.66 0.15 5.11
C 1.76 1.11 5.74
N 0.75 0.56 6.72
C 1.42 -0.31 7.84
C -0.28 -0.26 5.94
C -1.25 0.75 5.41
C -1.40 1.75 6.52
C -0.06 1.72 7.30
H 4.60 1.38 4.94
H 3.33 1.86 3.89
H 4.15 0.38 3.57
H 3.19 -0.48 5.81
H 2.08 -0.47 4.43
H 1.32 1.76 5.01
H 2.36 1.75 6.35
H 0.92 -0.20 8.77
H 2.40 0.08 7.86
H 1.37 -1.33 7.53
H -0.79 -0.85 6.68
H 0.17 -0.95 5.25
H -2.24 0.32 5.04
H -0.88 1.37 4.53
H -2.20 1.42 7.26
H -1.63 2.70 6.05
H -0.19 1.63 8.37
H 0.61 2.57 7.18
C 4.32 -4.43 4.68
C 2.93 -4.65 4.03
C 2.77 -4.84 2.52
N 2.97 -3.69 1.59
C 4.26 -3.70 1.00
C 1.99 -3.81 0.45
C 1.91 -2.41 -0.10
C 2.26 -1.45 1.03
C 2.63 -2.39 2.28
H 4.96 -5.27 4.48
H 4.12 -4.31 5.79
H 4.93 -3.62 4.25
H 2.23 -3.85 4.30
H 2.49 -5.49 4.59
H 1.72 -5.13 2.41
H 3.26 -5.71 2.17
H 4.99 -3.51 1.76
H 4.31 -2.92 0.26
H 4.42 -4.69 0.53
H 2.36 -4.60 -0.24
H 1.06 -4.08 0.91
H 2.61 -2.43 -0.94
H 0.90 -2.24 -0.38
H 3.12 -0.91 0.69
H 1.47 -0.86 1.41
H 3.47 -1.94 2.81
H 1.75 -2.65 2.88
C -2.31 -2.91 -1.33
C -1.93 -1.47 -1.41
O -2.28 -0.81 -2.41
N -1.10 -1.10 -0.41
H -1.99 1.73 2.48
H -1.04 -1.77 0.35
C -0.43 0.20 -0.32
H -2.38 -3.20 -0.31
H -1.48 -3.45 -1.80
H -3.14 -3.13 -1.96
H -1.09 0.98 -0.74
H 0.44 0.21 -0.99
H -0.36 0.47 0.70
C 4.52 6.86 -4.49
C 4.77 7.13 -2.98
O 3.84 7.43 -2.26
N 6.04 7.16 -2.56
H 6.74 6.84 -3.20
H -1.67 3.23 -7.65
C 6.49 7.46 -1.24
H 3.97 7.74 -4.90
H 4.02 5.93 -4.64
H 5.50 6.73 -4.92
H 7.15 6.60 -0.94
H 5.67 7.56 -0.58
H 7.18 8.29 -1.27
C -0.41 -5.16 -4.19
C 0.79 -5.47 -3.28
O 1.02 -4.81 -2.26
N 1.34 -6.64 -3.64
H 1.24 -6.91 -4.59
H -1.44 -7.44 0.96
C 2.60 -7.10 -2.98
H -1.26 -5.70 -3.76
H -0.30 -5.48 -5.23
H -0.67 -4.12 -4.23
H 2.34 -7.78 -2.17
H 3.06 -6.17 -2.49
H 3.29 -7.57 -3.65
C -0.09 1.16 -5.70
C -0.95 2.31 -6.07
O -1.21 3.22 -5.37
O -1.42 2.25 -7.33
H -0.51 0.11 -5.63
H 0.32 1.35 -4.68
H 0.75 1.07 -6.37
C -4.83 0.72 1.71
C -3.59 1.42 1.69
O -2.70 0.96 2.48
O -3.39 2.44 1.14
H -5.69 1.38 1.76
H -5.06 0.12 2.58
H -4.90 0.03 0.84
C 1.28 3.90 2.59
C 0.08 3.33 3.36
O -0.08 3.49 4.58
O -0.72 2.67 2.64
H 2.16 3.76 3.20
H 1.08 4.98 2.53
H 1.36 3.44 1.54
C -0.61 -6.38 3.94
C -0.33 -6.85 2.53
O 0.79 -7.06 2.10
O -1.50 -7.11 1.89
H 0.19 -6.81 4.52
H -1.63 -6.34 4.29
H -0.31 -5.34 3.93
C -2.48 -2.51 3.16
C -1.00 -2.77 2.96
O -0.33 -3.03 4.01
O -0.64 -2.85 1.78
H -2.91 -3.50 3.22
H -3.00 -2.06 2.26
H -2.56 -1.91 4.03

Look up the molar mass of the third one. 276.03 g/mol

Look up the molar mass of the third one. 276.03 g/mol

Which value of strongest force on any atom does entry 2 give? 3.95 eV/A